i:
{"formula": "C2H6N2O2S", "method": "ωB97M-V/def2-TZVPD", "e_homo_ev": -9.57, "homo_lumo_gap_ev": 10.2, "lumo_ev": 0.6383, "total_charge": 0, "elements": ["C", "C", "N", "N", "O", "O", "S", "H", "H", "H", "H", "H", "H"], "coordinates": [[-0.90, 0.65, 0.12], [0.92, -1.25, -0.21], [-1.16, 1.82, 0.35], [0.36, 0.09, 0.18], [-3.35, 0.64, -0.30], [-2.26, -1.37, 0.75], [-2.18, -0.54, -0.40], [1.11, -1.82, 0.74], [1.86, -1.04, -0.70], [0.34, -1.89, -0.94], [-0.47, 2.49, 0.55], [-3.29, 1.36, 0.36], [1.09, 0.78, 0.15]]}

ii:
{"formula": "C2H6N2O2S", "method": "ωB97M-V/def2-TZVPD", "e_homo_ev": -8.67, "homo_lumo_gap_ev": 8.8, "lumo_ev": 0.1616, "total_charge": 0, "elements": ["C", "C", "H", "H", "H", "H", "H", "H", "N", "N", "O", "O", "S"], "coordinates": [[1.08, 1.38, -0.20], [-0.48, -1.16, 0.61], [1.59, 1.35, 0.83], [1.52, 0.37, -0.64], [1.03, 2.21, -0.89], [-0.95, 0.20, 2.05], [0.03, -2.18, -1.14], [-1.23, 0.62, -1.03], [-0.76, 0.17, 1.02], [-0.07, -1.17, -0.81], [-0.35, 1.26, 0.21], [-1.18, -0.50, -1.54], [-0.22, -2.55, 1.55]]}

Pick the most stable structure from those above. Pick: i